The following is a DFT calculation (ωB97M-V/def2-TZVPD) of a cluster of 2 separate species, C5H13N in total.

```
19
Properties=species:S:1:pos:R:3:lowdin_charge:R:1
C 0.59385 1.87230 -2.01607 -0.1638
N 0.44400 0.43431 -2.28856 -0.0138
C -0.77460 0.12544 0.36080 0.1544
C -0.80028 -0.92980 1.26178 -0.2875
C 0.25616 0.21881 1.79248 0.0009
C -0.12467 -2.22911 0.83238 -0.0123
H -0.34712 2.38386 -1.77739 0.0723
H 1.33493 1.98828 -1.24061 0.0661
H 0.95741 2.36238 -2.91278 0.0814
H -0.18068 0.26107 -3.07007 0.0817
H -1.42589 0.99894 0.41309 0.1333
H 0.02281 -0.07034 -1.50385 0.0023
H -1.66756 -0.98664 1.90506 0.1683
H 0.70835 -0.39645 2.57034 0.1520
H 1.14525 0.51811 1.21262 0.1409
H -0.17694 1.07281 2.31311 0.1233
H 0.21779 -2.78511 1.70041 0.0974
H -0.87168 -2.82020 0.30464 0.1046
H 0.68887 -2.01866 0.14261 0.0988
```

## Properties
Energy relative to the best compared isomer or geometry (same formula, charge and spin): 85.6 kcal per mole
Charge: +1
Spin multiplicity: 2
Max |F|: 2.11 eV/A
LUMO level (alpha / beta): -4.6 / -6.8 eV
⟨S²⟩: 0.759